75
Properties=species:S:1:pos:R:3:lowdin_charge:R:1 method="wB97M-V/def2-TZVPD" homo_energy_ev=-5.23 gap_ev=5.2 total_charge=-1
C -3.901 5.848 -7.622 -0.067
C -3.634 5.680 -6.070 -0.393
O -4.010 4.322 -5.732 -0.078
C -2.125 5.915 -5.681 -0.203
N -2.030 5.967 -4.211 -0.084
C -1.477 4.727 -3.607 -0.198
C -2.269 4.217 -2.351 -0.225
O -1.463 3.869 -1.242 -0.067
B -0.589 2.719 -1.516 -0.751
F 0.277 2.576 -0.331 -0.048
C -1.415 1.314 -1.683 -0.068
C -2.375 0.798 -0.707 -0.043
C -3.137 -0.409 -0.842 -0.172
N -3.023 -1.188 -1.946 -0.001
C -2.131 -0.755 -2.851 -0.208
C -1.303 0.422 -2.852 -0.032
H -4.674 5.115 -7.957 0.074
H -4.324 6.874 -7.769 0.070
H -2.980 5.682 -8.231 0.073
H -4.334 6.337 -5.496 0.139
H -3.278 3.756 -6.029 0.087
H -1.462 5.148 -6.147 0.122
H -1.799 6.908 -6.106 0.113
H -2.927 6.229 -3.811 0.084
H -1.527 3.911 -4.380 0.102
H -0.397 4.930 -3.385 0.117
H -2.926 5.071 -2.008 0.117
H -2.981 3.383 -2.604 0.122
H 0.136 2.850 -2.470 0.089
H -2.527 1.397 0.221 0.105
H -3.865 -0.702 -0.052 0.092
H -2.033 -1.400 -3.761 0.086
H -0.606 0.674 -3.680 0.093
C 0.297 0.935 2.396 0.097
C 0.546 -0.381 2.380 -0.226
C 0.970 -1.111 3.614 -0.295
O 1.170 -2.313 3.563 0.093
C 1.136 -0.342 4.846 0.072
C 0.891 0.971 4.861 -0.232
C 0.439 1.699 3.633 -0.306
O 0.212 2.892 3.706 0.120
O 1.036 1.704 5.979 0.095
O 0.424 -1.104 1.256 0.094
H -0.013 1.475 1.508 0.119
H 1.460 -0.879 5.727 0.132
H 0.796 2.616 5.722 0.116
H 0.657 -2.018 1.504 0.096
C 5.435 -1.055 -1.287 0.075
C 4.403 -1.146 -0.439 -0.219
C 3.442 -2.290 -0.499 -0.287
O 2.531 -2.343 0.303 0.117
C 3.643 -3.303 -1.535 0.083
C 4.672 -3.208 -2.382 -0.233
C 5.648 -2.079 -2.304 -0.319
O 6.582 -2.046 -3.088 0.098
O 4.880 -4.124 -3.346 0.097
O 4.183 -0.217 0.502 0.123
H 6.138 -0.234 -1.253 0.135
H 2.932 -4.116 -1.579 0.137
H 5.682 -3.828 -3.817 0.115
H 3.382 -0.510 0.979 0.116
C 1.390 -5.507 7.197 0.069
C 1.118 -5.201 5.920 -0.228
C -0.055 -5.801 5.208 -0.309
O -0.278 -5.485 4.057 0.128
C -0.886 -6.757 5.940 0.075
C -0.609 -7.061 7.211 -0.236
C 0.545 -6.442 7.930 -0.324
O 0.746 -6.738 9.097 0.094
O -1.356 -7.939 7.906 0.096
O 1.879 -4.348 5.227 0.098
H 2.232 -5.080 7.724 0.133
H -1.720 -7.197 5.410 0.135
H -0.950 -7.980 8.793 0.115
H 1.475 -4.291 4.337 0.092

---

67
Properties=species:S:1:pos:R:3:lowdin_charge:R:1 method="wB97M-V/def2-TZVPD" homo_energy_ev="-13.87 / -13.85" gap_ev="7.8 / 2.9" total_charge=+2 spin_multiplicity=4
H -0.460 -2.246 -2.606 0.091
N 0.742 -0.546 -3.001 -0.091
B 2.471 1.072 -3.914 -0.468
N 1.484 -0.123 -4.096 0.014
C 1.336 -1.011 -5.096 -0.020
Mn 0.823 0.277 -1.335 0.789
H 1.883 -0.850 -6.014 0.140
C 0.460 -2.017 -4.668 -0.027
H 0.115 -2.864 -5.237 0.106
C 0.129 -1.714 -3.341 -0.085
H 3.038 1.375 -4.930 0.132
C 2.671 1.233 2.244 -0.044
H 2.015 1.635 3.024 0.016
H 2.049 0.940 1.380 -0.019
H 3.345 2.036 1.901 0.037
N 3.438 0.618 -2.796 -0.023
N 1.678 2.249 -3.288 -0.008
N 2.970 0.155 -1.572 -0.012
N 0.867 2.049 -2.178 -0.053
C 4.774 0.594 -2.815 -0.038
C 1.741 3.558 -3.574 -0.027
H 5.276 0.982 -3.678 0.133
H 2.421 3.882 -4.356 0.141
C 5.215 0.046 -1.618 -0.031
C 0.883 4.243 -2.708 -0.023
C 4.063 -0.228 -0.866 -0.097
C 0.347 3.267 -1.844 -0.072
H 6.232 -0.119 -1.334 0.102
H 0.694 5.306 -2.699 0.108
H 3.974 -0.667 0.115 0.106
H -0.354 3.366 -1.028 0.107
H 3.237 0.352 2.626 0.036
N -0.423 -0.144 -0.278 -0.315
P -1.438 -0.422 0.949 0.851
C -0.406 -0.851 2.371 -0.278
C -0.453 -0.186 3.603 -0.049
C 0.383 -0.597 4.647 -0.023
C 1.255 -1.671 4.470 -0.015
C 1.303 -2.332 3.238 -0.038
C 0.480 -1.922 2.190 -0.059
C -2.486 0.953 1.442 -0.299
C -1.875 2.178 1.772 -0.097
C -2.635 3.229 2.295 -0.047
C -4.013 3.083 2.484 -0.037
C -4.636 1.891 2.107 -0.045
C -3.886 0.842 1.565 -0.062
C -2.526 -1.858 0.775 -0.249
C -3.153 -2.445 1.893 0.000
C -3.814 -3.671 1.761 -0.007
C -3.858 -4.313 0.522 0.019
C -3.303 -3.692 -0.600 0.022
C -2.677 -2.450 -0.487 -0.031
H -1.137 0.648 3.744 0.111
H 0.345 -0.064 5.598 0.129
H 1.889 -1.998 5.294 0.130
H 1.981 -3.172 3.092 0.124
H 0.519 -2.443 1.231 0.116
H -0.799 2.304 1.640 0.109
H -2.148 4.169 2.560 0.121
H -4.602 3.894 2.917 0.125
H -5.716 1.778 2.227 0.123
H -4.388 -0.074 1.255 0.104
H -3.107 -1.955 2.869 0.138
H -4.276 -4.125 2.642 0.134
H -4.322 -5.298 0.446 0.140
H -3.349 -4.193 -1.563 0.137
H -2.285 -1.944 -1.370 0.100

---

69
Properties=species:S:1:pos:R:3:lowdin_charge:R:1 method="wB97M-V/def2-TZVPD" homo_energy_ev=-4.78 gap_ev=7.1 total_charge=-1
Li -0.345 1.741 0.318 0.583
Br 6.902 2.636 2.601 0.653
C 5.067 2.570 2.090 -0.713
C 4.115 3.274 2.835 -0.141
C 2.794 3.241 2.472 -0.019
C 2.322 2.479 1.352 -0.398
O 1.095 2.459 1.042 -0.164
C 3.335 1.768 0.612 -0.136
C 3.044 1.000 -0.582 -0.097
N 1.898 0.609 -0.987 0.122
C 1.851 -0.087 -2.198 -0.220
C 2.701 -1.115 -2.532 -0.030
C 2.576 -1.799 -3.761 -0.091
C 1.587 -1.475 -4.644 -0.060
C 0.667 -0.448 -4.318 -0.172
C -0.424 -0.105 -5.148 -0.032
C -1.297 0.860 -4.745 -0.051
C -1.071 1.503 -3.505 -0.125
N -0.064 1.231 -2.724 0.142
C 0.798 0.256 -3.104 -0.173
C 4.682 1.850 0.989 -0.114
H 4.431 3.861 3.688 0.095
H 2.059 3.827 3.013 0.116
H 3.929 0.776 -1.197 0.121
H 3.461 -1.419 -1.822 0.107
H 3.267 -2.602 -3.990 0.098
H 1.474 -2.009 -5.580 0.104
H -0.562 -0.631 -6.087 0.110
H -2.158 1.129 -5.342 0.099
H -1.768 2.252 -3.145 0.111
H 5.426 1.326 0.399 0.100
C 1.111 -0.666 3.078 -0.075
C 0.869 0.421 4.120 -0.227
N 0.069 1.531 3.639 0.003
C -1.240 1.804 3.730 -0.880
S -1.790 3.298 3.167 0.559
N -2.127 0.927 4.274 0.003
C -2.147 -0.532 4.157 -0.252
C -3.236 -1.081 5.063 -0.090
H 1.622 -1.521 3.529 0.073
H 1.737 -0.279 2.271 0.068
H 0.176 -0.996 2.631 0.045
H 1.827 0.852 4.421 0.111
H 0.421 0.026 5.032 0.103
H 0.524 2.165 2.995 0.049
H -3.052 1.322 4.170 0.092
H -1.186 -0.953 4.437 0.087
H -2.346 -0.813 3.121 0.093
H -3.080 -0.770 6.097 0.071
H -3.251 -2.171 5.021 0.069
H -4.217 -0.724 4.740 0.074
C -2.344 -3.656 -4.221 -0.056
C -2.372 -2.698 -3.061 -0.285
C -3.499 -1.923 -2.799 -0.049
C -3.509 -1.006 -1.760 -0.052
C -2.375 -0.842 -0.976 -0.259
C -1.252 -1.620 -1.209 -0.049
C -1.258 -2.543 -2.244 -0.042
S -2.371 0.370 0.328 0.431
O -3.635 0.197 1.007 -0.312
O -1.177 0.047 1.122 -0.399
O -2.169 1.674 -0.315 -0.393
H -3.350 -3.975 -4.496 0.071
H -1.756 -4.544 -3.986 0.074
H -1.892 -3.189 -5.101 0.071
H -4.381 -2.040 -3.419 0.106
H -4.388 -0.412 -1.550 0.116
H -0.381 -1.496 -0.578 0.110
H -0.372 -3.141 -2.429 0.113

---

65
Properties=species:S:1:pos:R:3:lowdin_charge:R:1 method="wB97M-V/def2-TZVPD" homo_energy_ev=-3.79 gap_ev=6.5 total_charge=-1
Ca -0.157 -0.339 -0.504 1.258
C -2.695 1.471 0.078 -0.077
N -1.293 1.883 0.049 -0.269
C -1.123 2.951 -0.923 -0.112
C -0.947 2.233 1.405 -0.215
C -1.252 3.470 1.941 -0.054
C -1.165 3.717 3.304 -0.128
C -0.840 2.669 4.149 -0.121
C -0.481 1.447 3.630 -0.048
C -0.440 1.202 2.239 -0.253
N -0.058 0.037 1.675 -0.091
C 0.677 -0.884 2.355 -0.281
C 1.641 -0.573 3.330 -0.071
C 2.359 -1.554 3.984 -0.114
C 2.166 -2.885 3.657 -0.123
C 1.285 -3.216 2.634 -0.043
C 0.545 -2.247 1.976 -0.210
N -0.310 -2.524 0.876 -0.268
C 0.006 -3.726 0.132 -0.097
C -1.730 -2.469 1.192 -0.071
H -3.347 2.296 0.410 0.097
H -3.012 1.145 -0.911 0.077
H -2.812 0.630 0.762 0.091
H -1.897 3.729 -0.837 0.081
H -0.140 3.410 -0.808 0.094
H -1.189 2.530 -1.928 0.049
H -1.578 4.274 1.297 0.100
H -1.406 4.696 3.693 0.084
H -0.863 2.807 5.224 0.093
H -0.258 0.631 4.304 0.100
H 1.836 0.468 3.549 0.105
H 3.067 -1.279 4.758 0.093
H 2.691 -3.668 4.188 0.085
H 1.176 -4.259 2.365 0.098
H -0.336 -4.644 0.637 0.085
H -0.482 -3.653 -0.840 0.078
H 1.084 -3.780 -0.021 0.090
H -2.069 -3.369 1.733 0.091
H -1.925 -1.595 1.814 0.083
H -2.299 -2.375 0.265 0.072
O -2.802 -1.029 -1.566 -0.012
C -1.786 -0.973 -2.280 -0.716
O -0.711 -1.569 -1.995 -0.271
C -1.817 -0.130 -3.521 -0.173
C -2.982 -0.098 -4.275 -0.050
C -3.071 0.646 -5.437 -0.122
C -1.974 1.396 -5.840 -0.122
C -0.825 1.407 -5.082 -0.150
C -0.713 0.659 -3.898 -0.670
S 0.731 0.815 -2.963 0.524
H -3.828 -0.680 -3.935 0.109
H -3.981 0.639 -6.022 0.084
H -2.028 1.991 -6.745 0.090
H 0.031 1.997 -5.378 0.080
C 5.086 -0.161 -0.985 -0.076
C 4.311 -1.041 -1.724 -0.057
C 2.980 -1.221 -1.369 -0.163
N 2.414 -0.592 -0.350 0.006
C 3.154 0.254 0.348 -0.125
C 4.493 0.500 0.079 -0.057
H 6.125 0.015 -1.230 0.101
H 4.723 -1.570 -2.567 0.100
H 2.332 -1.878 -1.937 0.108
H 2.657 0.764 1.160 0.101
H 5.053 1.201 0.680 0.100